Record 1
A single C9H18N2OS molecule. Source: the OMol25 dataset; level of theory: the ωB97M-V functional and the def2-TZVPD basis.

Structure (XYZ):
```
31
Properties=species:S:1:pos:R:3:lowdin_charge:R:1
C -1.43 1.41 -0.03 -0.146
C -1.53 -0.90 0.91 -0.396
C -0.09 1.50 -0.13 -0.284
C -1.56 -1.63 -0.42 -0.034
C 0.42 2.69 -0.93 -0.080
C 2.10 -2.12 0.00 -0.143
C 3.33 0.06 -0.41 -0.110
C -3.50 0.64 0.70 -0.074
C 2.00 -0.69 -0.36 -0.469
N -2.09 0.46 0.67 -0.162
N -0.19 -0.82 1.43 -0.187
O 1.54 0.75 1.91 -0.322
S 0.80 0.18 0.86 0.776
H -2.11 2.02 -0.63 0.139
H -1.88 -1.53 1.64 0.116
H -1.60 -0.99 -1.26 0.068
H -2.32 -2.41 -0.47 0.082
H -0.59 -2.16 -0.46 0.062
H 0.12 2.46 -1.93 0.064
H 1.51 2.77 -0.63 0.093
H -0.09 3.59 -0.69 0.061
H 2.44 -2.83 -0.81 0.107
H 2.82 -2.26 0.76 0.058
H 1.14 -2.52 0.48 0.079
H 4.07 -0.24 -1.20 0.093
H 3.84 -0.04 0.62 0.109
H 3.04 1.08 -0.70 0.055
H -4.04 -0.10 0.06 0.100
H -3.63 1.71 0.66 0.080
H -3.93 0.44 1.73 0.103
H 1.40 -0.53 -1.39 0.161
```

Frontier orbital gap: 8.580 eV
Structure (SMILES): CC1=CN(C)[C@@H](C)N=[S@@]1(=O)C(C)C
Total charge: 0
Energy relative to the best compared isomer or geometry (same formula, charge and spin): 464.4 kJ/mol



Record 2
A single C9H18N4 molecule. Source: the OMol25 dataset; level of theory: the ωB97M-V functional and the def2-TZVPD basis.

Structure (XYZ):
```
31
Properties=species:S:1:pos:R:3:lowdin_charge:R:1
C -0.23 0.03 1.93 -0.377
C -2.14 -0.92 0.13 -0.135
C -1.27 -1.05 -1.13 -0.111
C -2.11 0.53 0.59 -0.349
C 0.79 0.09 -0.75 -0.264
C -2.73 1.70 -0.33 -0.027
C 0.68 -2.25 -0.09 -0.051
C 2.43 1.75 -0.81 -0.084
C 2.78 -0.06 0.84 -0.087
N 0.50 -0.58 2.65 0.200
N -0.79 0.85 1.17 0.164
N 0.17 -1.08 -0.72 -0.158
N 1.87 0.59 -0.11 -0.208
H -3.10 -1.18 -0.19 0.097
H -1.90 -1.37 1.09 0.105
H -1.60 -1.83 -1.76 0.100
H -1.58 -0.24 -1.80 0.116
H -2.83 0.77 1.46 0.165
H 0.30 0.84 -1.43 0.116
H -2.96 2.60 0.24 0.083
H -3.53 1.17 -0.69 0.041
H -1.99 1.96 -1.06 0.053
H 0.90 -2.95 -0.86 0.086
H 1.51 -2.12 0.52 0.043
H -0.08 -2.66 0.49 0.067
H 1.80 2.25 -1.44 0.037
H 2.59 2.43 0.04 0.087
H 3.45 1.57 -1.32 0.109
H 3.61 -0.76 0.50 0.099
H 3.33 0.62 1.41 0.058
H 2.11 -0.71 1.44 0.021
```

2S+1: 3
Frontier orbital gap (alpha / beta): 4.662 / 6.331 eV
Total charge: 0



Record 3
2 unconnected molecules or ions with the total composition C9H18N4O5PS. Source: the OMol25 dataset; level of theory: the ωB97M-V functional and the def2-TZVPD basis.

Structure (XYZ):
```
38
Properties=species:S:1:pos:R:3:lowdin_charge:R:1
N -2.79 1.19 4.46 0.175
C -1.67 1.67 4.12 -0.128
O -0.74 2.62 3.49 -0.019
C -0.21 2.08 2.25 -0.229
C 0.34 3.46 1.52 0.004
C -1.14 3.97 0.97 -0.284
N -1.64 5.32 1.42 0.037
C -2.85 5.27 1.97 -0.542
S -4.25 4.81 2.82 0.686
C -2.13 2.69 0.93 -0.044
N -1.13 1.56 1.18 -0.178
N -1.59 0.24 1.23 0.127
H 0.72 1.38 2.29 0.197
H 1.19 3.35 0.75 0.148
H 0.51 4.16 2.43 0.149
H -0.90 4.17 -0.16 0.157
H -2.90 2.50 1.78 0.110
H -2.54 2.61 -0.16 0.171
H -0.57 1.57 0.31 0.194
H -1.49 -0.18 0.27 0.147
H -2.61 0.28 1.45 0.124
C 2.89 -4.79 -3.73 -0.122
O 2.28 -3.53 -3.55 -0.301
P 2.33 -2.76 -2.01 0.788
O 2.34 -4.12 -1.30 -0.286
O 0.77 -2.24 -2.15 -0.265
C 0.01 -2.37 -3.33 -0.120
O 2.41 -1.93 -0.50 -0.341
C 1.81 -2.50 0.65 -0.154
H 3.01 -4.97 -4.80 0.094
H 3.88 -4.82 -3.26 0.095
H 2.25 -5.57 -3.32 0.095
H -0.21 -3.42 -3.53 0.099
H 0.53 -1.92 -4.18 0.090
H -0.94 -1.85 -3.19 0.084
H 2.45 -3.29 1.05 0.088
H 0.82 -2.89 0.42 0.083
H 1.72 -1.72 1.41 0.073
```

Frontier orbital gap: 6.863 eV
Total charge: +1



Record 4
A gas-phase ion, C9H18N5 (charge +1). Source: the OMol25 dataset; level of theory: the ωB97M-V functional and the def2-TZVPD basis.

Structure (XYZ):
```
32
Properties=species:S:1:pos:R:3:lowdin_charge:R:1
C 3.02 -0.55 -0.33 0.019
C 2.79 0.79 0.05 -0.206
C 1.40 1.14 0.31 -0.208
C 2.01 -1.50 -0.39 -0.275
C 0.45 0.19 0.06 -0.105
C -3.41 1.02 0.30 -0.035
C -2.32 -0.44 -1.52 -0.040
C -2.29 -1.28 0.92 -0.060
C -2.21 -0.06 0.03 -0.590
N 0.76 -1.11 -0.26 0.196
N 3.83 1.66 0.32 0.124
N 0.97 2.43 0.62 0.103
N 2.47 -2.87 -0.43 0.161
N -0.97 0.70 0.28 0.060
H 4.12 -0.86 -0.37 0.151
H -4.31 0.46 0.51 0.062
H -3.18 1.45 1.37 0.113
H -3.59 1.85 -0.44 0.096
H -3.48 -0.64 -1.51 0.122
H -1.78 -1.33 -1.94 0.081
H -1.98 0.37 -2.10 0.051
H -3.31 -1.71 1.07 0.098
H -1.67 -2.11 0.55 0.062
H -1.94 -1.06 2.00 0.122
H 0.02 -1.72 -0.41 0.115
H 4.77 1.56 -0.09 0.127
H 3.65 2.59 0.85 0.152
H 0.28 2.61 1.29 0.088
H 1.55 3.16 0.22 0.111
H 3.47 -2.87 -0.22 0.112
H 1.81 -3.55 -0.61 0.071
H -0.93 1.65 -0.12 0.122
```

Frontier orbital gap: 8.707 eV
Structure (SMILES): CC(C)(C)/[NH+]=c1\[nH]c(N)cc(N)c1N
Total charge: +1
Energy relative to the best compared isomer or geometry (same formula, charge and spin): 0.0 kJ/mol



Record 5
A single C9H18O2S molecule. Source: the OMol25 dataset; level of theory: the ωB97M-V functional and the def2-TZVPD basis.

Structure (XYZ):
```
30
Properties=species:S:1:pos:R:3:lowdin_charge:R:1
C -1.31 -3.28 -2.67 -0.156
C -1.99 -2.58 -1.46 -0.278
C -1.35 -1.42 -0.61 -0.202
C 0.10 -1.69 0.02 -0.196
C 0.71 -0.42 0.70 -0.237
C -0.01 -0.07 2.10 -0.315
C 0.85 2.42 1.85 -0.281
C 1.10 3.15 0.70 -0.344
C 2.45 3.90 0.36 -0.037
H -0.16 -3.51 -2.70 0.080
H -1.66 -4.33 -2.94 0.078
H -1.20 -2.57 -3.51 0.060
H -2.11 -3.51 -0.78 0.116
H -3.00 -2.30 -1.69 0.079
H -2.26 -1.44 0.22 0.152
H -1.22 -0.46 -1.08 0.085
H 0.71 -1.81 -1.00 0.134
H 0.26 -2.64 0.65 0.127
H 0.69 0.27 -0.03 0.041
H 1.77 -0.47 0.89 0.094
H 0.97 -0.01 2.80 0.130
H -0.84 -0.76 2.29 0.082
H 1.49 2.53 2.64 0.051
H 2.90 3.26 -0.50 0.099
H 2.29 4.98 0.15 0.074
H 3.47 3.98 0.96 0.106
H -0.56 2.50 0.07 0.008
O -1.45 1.45 0.74 -0.512
O 0.05 3.24 -0.22 -0.013
S -0.66 1.60 2.07 0.977
```

Frontier orbital gap: 9.299 eV
Total charge: 0
Energy relative to the best compared isomer or geometry (same formula, charge and spin): 388.3 kJ/mol



Record 6
2 unconnected molecules or ions with the total composition C9H18OSi2. Source: the OMol25 dataset; level of theory: the ωB97M-V functional and the def2-TZVPD basis.

Structure (XYZ):
```
30
Properties=species:S:1:pos:R:3:lowdin_charge:R:1
C 2.17 -2.57 -1.34 -0.230
C 2.77 2.20 1.60 -0.094
C 2.85 -1.59 -0.83 -0.087
C 2.01 2.28 0.49 -0.287
C -2.20 0.90 -1.75 -0.194
C -0.91 1.69 -2.18 -0.284
C -2.00 -0.40 -0.83 -0.290
C -0.52 -2.07 1.26 -0.249
C -1.68 0.25 2.50 -0.204
O 0.03 1.91 -1.22 -0.278
Si 0.81 0.95 -0.18 0.678
Si -0.91 -0.26 0.77 0.546
H 2.63 -3.52 -1.48 0.028
H 1.27 -2.43 -1.98 0.039
H 3.44 3.15 1.87 0.098
H 2.88 1.33 2.16 0.011
H 3.77 -2.04 -0.30 0.036
H 2.18 3.20 -0.21 0.089
H -2.94 1.46 -1.20 0.092
H -2.61 0.43 -2.65 0.101
H -0.59 1.24 -3.04 0.084
H -1.32 2.63 -2.55 0.123
H -2.97 -0.86 -0.49 0.082
H -1.66 -1.19 -1.53 0.072
H 0.15 -2.10 2.13 0.024
H -1.28 -2.74 1.60 0.020
H -0.03 -2.82 0.63 0.012
H -2.69 0.34 2.38 -0.035
H -1.38 -0.51 3.36 0.072
H -1.25 1.16 3.00 0.026
```

Frontier orbital gap (alpha / beta): 8.086 / 6.279 eV
Total charge: 0
Energy relative to the best compared isomer or geometry (same formula, charge and spin): 485.6 kJ/mol



Record 7
A molecular structure, C9H19AlF3O3S. Source: the OMol25 dataset; level of theory: the ωB97M-V functional and the def2-TZVPD basis.

Structure (XYZ):
```
36
Properties=species:S:1:pos:R:3:lowdin_charge:R:1
C 0.12 4.52 -0.05 -0.079
C 0.05 3.02 -0.04 -0.341
O -1.02 2.60 -0.83 -0.237
C -0.96 1.19 -1.12 -0.270
Al -1.25 0.07 0.57 0.379
C 0.39 -0.51 1.57 -0.259
C 1.11 -1.76 1.06 -0.279
C 1.88 -1.60 -0.26 -0.435
C 2.66 -0.29 -0.35 -0.085
C 2.86 -2.77 -0.41 -0.091
S -2.55 -1.84 0.09 0.623
O -2.88 -2.53 1.33 -0.403
O -2.05 -2.66 -1.00 -0.401
C -4.23 -1.25 -0.51 -0.653
F -4.08 -0.45 -1.60 0.080
F -5.03 -2.29 -0.86 0.097
F -4.85 -0.53 0.47 0.078
H 1.08 4.84 0.34 0.066
H -0.65 4.98 0.55 0.069
H 0.06 4.88 -1.08 0.071
H -0.06 2.64 0.98 0.098
H 0.98 2.62 -0.45 0.104
H -1.78 1.00 -1.81 0.047
H -0.05 0.96 -1.66 0.049
H -2.17 0.97 1.55 -0.038
H 0.04 -0.74 2.58 0.046
H 1.09 0.32 1.70 0.037
H 0.37 -2.55 0.90 0.093
H 1.80 -2.15 1.81 0.102
H 1.17 -1.63 -1.08 0.127
H 2.05 0.53 -0.69 0.044
H 3.46 -0.41 -1.07 0.069
H 3.13 -0.04 0.60 0.080
H 3.17 -2.91 -1.44 0.068
H 2.41 -3.68 -0.01 0.070
H 3.73 -2.55 0.21 0.071
```

Frontier orbital gap: 8.197 eV
Total charge: -1



Record 8
A gas-phase ion, C9H19BFO2 (charge -1). Source: the OMol25 dataset; level of theory: the ωB97M-V functional and the def2-TZVPD basis.

Structure (XYZ):
```
32
Properties=species:S:1:pos:R:3:lowdin_charge:R:1
C 1.98 -0.68 2.55 -0.100
C 2.23 0.33 1.43 -0.243
C 1.93 -0.20 0.02 -0.321
C 2.30 0.88 -0.99 -0.072
C 0.44 -0.60 -0.12 -0.330
C 0.14 -2.11 -0.05 -0.214
O -0.98 -2.33 -0.85 -0.088
B -1.38 -0.97 -1.43 -0.663
C -2.62 -0.38 -0.51 -0.092
C -3.06 1.07 -0.68 -0.414
C -1.96 2.09 -0.61 -0.053
F -3.71 1.23 -1.92 -0.065
O -0.11 -0.21 -1.35 -0.056
H 1.13 -1.33 2.34 0.050
H 1.78 -0.20 3.51 0.063
H 2.85 -1.33 2.69 0.067
H 1.65 1.24 1.58 0.105
H 3.29 0.61 1.46 0.101
H 2.57 -1.08 -0.12 0.132
H 1.93 0.65 -1.98 0.074
H 1.85 1.83 -0.70 0.078
H 3.39 1.01 -1.05 0.068
H -0.10 -0.09 0.70 0.134
H -0.01 -2.45 0.98 0.101
H 1.01 -2.68 -0.42 0.112
H -1.76 -1.15 -2.59 0.095
H -2.44 -0.53 0.56 0.096
H -3.49 -1.00 -0.75 0.093
H -3.83 1.32 0.07 0.119
H -2.37 3.10 -0.70 0.067
H -1.24 1.93 -1.41 0.078
H -1.43 2.01 0.34 0.077
```

Frontier orbital gap: 7.545 eV
Total charge: -1
Energy relative to the best compared isomer or geometry (same formula, charge and spin): 0.0 kJ/mol



Record 9
A gas-phase ion, C9H19BN2OP (charge +1). Source: the OMol25 dataset; level of theory: the ωB97M-V functional and the def2-TZVPD basis.

Structure (XYZ):
```
33
Properties=species:S:1:pos:R:3:lowdin_charge:R:1
B 1.02 1.44 -1.48 -0.676
C -1.40 -3.87 0.31 -0.284
C 1.86 0.26 1.23 -0.112
C 0.30 0.75 1.39 -0.054
C 2.60 1.22 0.32 -0.168
C -0.31 -0.52 -1.37 -0.197
C -1.16 -0.92 -0.14 -0.527
C -0.85 -0.19 1.13 -0.244
C 0.90 3.11 -1.43 0.013
C -2.59 -1.11 -0.53 -0.085
N 2.24 0.84 -1.10 0.103
N -1.64 -0.32 2.17 0.239
O -0.15 0.84 -1.68 0.098
P -0.25 -2.63 0.37 1.052
H -0.84 -4.87 0.30 0.038
H -2.30 -3.89 -0.26 -0.003
H 2.24 0.32 2.18 0.089
H 1.76 -0.69 0.78 0.052
H 0.35 1.17 2.40 0.128
H 0.22 1.63 0.72 0.110
H 2.21 2.21 0.52 0.109
H 3.68 1.12 0.42 0.131
H 0.67 -1.12 -1.38 0.103
H -0.83 -0.86 -2.26 0.135
H 0.12 3.18 -0.64 0.064
H 0.56 3.44 -2.46 0.085
H 1.81 3.61 -1.27 0.036
H -3.16 -1.64 0.20 0.058
H -2.78 -1.72 -1.46 0.118
H -3.02 -0.10 -0.75 0.127
H 2.55 -0.19 -1.27 0.161
H -2.58 -0.57 1.99 0.121
H -1.24 0.06 3.07 0.181
```

Frontier orbital gap: 7.684 eV
Structure (SMILES): C=P[C@]1(C)COB(C)NCCCC1=[NH2+]
Total charge: +1
Energy relative to the best compared isomer or geometry (same formula, charge and spin): 113.8 kJ/mol



Record 10
A molecular structure, C9H19Cl2N2PtSeSi. Source: the OMol25 dataset; level of theory: the ωB97M-V functional and the def2-TZVPD basis.

Structure (XYZ):
```
35
Properties=species:S:1:pos:R:3:lowdin_charge:R:1
Pt 1.76 1.33 0.06 0.443
Cl 4.48 2.07 0.07 0.600
C 3.88 3.73 0.08 -0.860
Cl 2.09 3.70 0.09 0.539
H 4.20 4.24 -0.82 0.051
H 4.21 4.24 0.98 0.051
C -2.88 -0.69 -0.52 -0.225
Si -2.87 1.10 -0.01 0.225
C -3.60 2.23 -1.27 -0.212
C -3.45 1.38 1.73 -0.222
Se -0.61 1.78 0.14 0.291
H -3.91 -1.06 -0.62 0.047
H -2.38 -1.32 0.22 0.009
H -2.39 -0.83 -1.48 0.045
H -4.67 2.03 -1.38 0.047
H -3.12 2.09 -2.24 0.040
H -3.48 3.28 -0.98 0.041
H -4.52 1.13 1.79 0.046
H -3.32 2.42 2.03 0.040
H -2.91 0.74 2.43 0.037
C -0.53 -3.59 0.13 -0.003
C 0.61 -2.64 0.05 -0.262
C 1.97 -2.86 -0.07 0.043
C 2.57 -1.60 -0.09 -0.314
N 1.63 -0.66 0.01 -0.161
N 0.44 -1.31 0.10 0.043
C 4.02 -1.26 -0.22 -0.047
H -0.16 -4.61 0.07 0.090
H -1.24 -3.43 -0.68 0.086
H -1.07 -3.48 1.08 0.093
H 2.47 -3.81 -0.14 0.126
H -0.40 -0.77 0.20 0.043
H 4.60 -2.18 -0.33 0.091
H 4.37 -0.74 0.68 0.065
H 4.20 -0.64 -1.09 0.070
```

Frontier orbital gap (alpha / beta): 6.351 / 6.351 eV
Total charge: +1
Energy relative to the best compared isomer or geometry (same formula, charge and spin): 22.0 kJ/mol



Record 11
A molecular structure, C9H19ClHfINO3P. Source: the OMol25 dataset; level of theory: the ωB97M-V functional and the def2-TZVPD basis.

Structure (XYZ):
```
36
Properties=species:S:1:pos:R:3:lowdin_charge:R:1
C -0.54 -2.11 -1.13 0.025
C 0.66 -1.19 -0.94 -0.276
H -0.20 -3.11 -1.42 0.139
H -1.20 -1.78 -1.96 0.100
H -1.17 -2.23 -0.22 0.109
O 1.78 -1.62 -0.97 0.230
I 1.02 3.12 0.48 0.794
Hf -0.52 0.83 0.12 0.824
P 0.24 1.20 -2.41 0.703
C 1.91 1.65 -2.98 -0.205
C -0.24 0.03 -3.73 -0.209
H -1.68 2.65 -2.46 0.033
H -0.74 2.71 -3.96 0.087
H -0.19 3.57 -2.51 0.049
C -0.68 2.68 -2.88 -0.229
H -1.29 -0.27 -3.59 0.068
H -0.13 0.56 -4.69 0.090
H 1.82 1.95 -4.03 0.097
H 2.60 0.80 -2.88 0.072
H 0.40 -0.86 -3.71 0.072
H 2.30 2.49 -2.38 0.050
C 2.02 0.65 -0.02 -0.379
O 3.16 0.67 -0.18 0.161
Cl -2.79 0.98 -0.34 0.163
C 0.47 -0.23 4.48 0.046
N -0.55 -1.12 3.91 -0.103
C -1.28 -2.06 4.76 0.032
C -0.89 -1.06 2.65 -0.167
O -0.41 -0.14 1.87 -0.256
H 0.50 -0.47 5.54 0.109
H 0.20 0.81 4.36 0.115
H 1.45 -0.43 4.05 0.119
H -2.36 -1.85 4.73 0.126
H -1.12 -3.10 4.42 0.125
H -0.92 -1.95 5.77 0.111
H -1.61 -1.78 2.24 0.175
```

Frontier orbital gap (alpha / beta): 5.164 / 5.167 eV
Total charge: +3
Energy relative to the best compared isomer or geometry (same formula, charge and spin): 0.0 kJ/mol



Record 12
2 unconnected molecules or ions with the total composition C9H19ClNP. Source: the OMol25 dataset; level of theory: the ωB97M-V functional and the def2-TZVPD basis.

Structure (XYZ):
```
31
Properties=species:S:1:pos:R:3:lowdin_charge:R:1
C 0.64 3.02 -0.21 -0.218
C -0.40 3.82 0.06 -0.027
C 1.58 -3.51 1.01 -0.113
C -3.50 1.71 -1.21 -0.090
C 0.55 2.00 -1.26 -0.228
C 0.93 -2.35 0.23 -0.237
C 1.03 0.68 -0.68 -0.250
C 0.86 -1.15 1.22 -0.160
C 0.37 0.25 0.62 -0.208
N -3.09 1.41 0.04 -0.454
P -3.08 0.16 1.21 0.435
Cl -3.87 -1.36 0.13 0.062
H 1.59 3.20 0.30 0.120
H -1.37 3.97 -0.53 0.066
H 1.38 -4.54 0.62 0.093
H 1.07 -3.44 1.90 0.029
H 2.60 -3.44 1.19 0.048
H -0.42 4.60 0.92 0.084
H -3.38 2.72 -1.61 0.050
H -4.05 1.00 -1.91 0.068
H -0.55 1.87 -1.53 0.114
H 0.97 2.11 -2.29 0.130
H -0.05 -2.73 0.04 0.095
H 1.52 -2.17 -0.67 0.098
H 2.06 0.74 -0.44 0.102
H 0.86 -0.08 -1.41 0.100
H 1.76 -0.92 1.60 0.064
H 0.19 -1.57 1.97 0.103
H 0.58 1.05 1.30 0.091
H -0.68 0.23 0.31 0.028
H -2.35 2.05 0.23 0.006
```

Frontier orbital gap (alpha / beta): 7.097 / 7.590 eV
Total charge: 0
Energy relative to the best compared isomer or geometry (same formula, charge and spin): 254.8 kJ/mol



F_max values (in eV/A) by entry order: 3.55, 4.57, 9.93, 5.41, 4.61, 4.45, 1.62, 0.94, 3.73, 1.35, 7.23, 4.90.